No. 1
The following is a DFT calculation (wB97M-V/def2-TZVPD) of C20H22O5S in the gas phase.

Cartesian coordinates (Å):
C1 0.028 -0.952 -4.959
C2 0.539 -0.821 -3.558
C3 -0.162 -1.386 -2.496
C4 0.308 -1.281 -1.198
C5 1.500 -0.621 -0.970
S1 2.140 -0.513 0.701
O1 3.462 0.054 0.647
O2 1.177 0.148 1.544
C6 2.278 -2.250 1.295
C7 1.682 -2.294 2.686
C8 0.223 -1.865 2.639
O3 -0.540 -2.166 1.754
O4 -0.111 -1.231 3.752
C9 -1.449 -0.759 3.904
C10 -1.452 0.774 3.761
O5 -1.542 1.472 4.743
C11 -1.275 1.305 2.400
C12 -0.458 2.422 2.237
C13 -0.221 2.923 0.975
C14 -0.831 2.371 -0.143
C15 -0.555 2.928 -1.506
C16 -1.707 1.294 0.020
C17 -2.465 0.744 -1.150
C18 -1.896 0.755 1.282
C19 2.216 -0.054 -2.005
C20 1.729 -0.149 -3.297
H1 0.398 -1.878 -5.402
H2 -1.059 -0.986 -4.976
H3 0.368 -0.125 -5.577
H4 -1.087 -1.910 -2.689
H5 -0.246 -1.688 -0.367
H6 3.332 -2.506 1.280
H7 1.718 -2.874 0.604
H8 2.216 -1.622 3.358
H9 1.722 -3.309 3.091
H10 -2.092 -1.239 3.161
H11 -1.758 -1.022 4.920
H12 0.013 2.857 3.105
H13 0.451 3.761 0.853
H14 0.109 3.786 -1.443
H15 -0.082 2.172 -2.134
H16 -1.480 3.237 -1.992
H17 -2.964 -0.184 -0.883
H18 -1.804 0.557 -1.993
H19 -3.223 1.461 -1.471
H20 -2.565 -0.085 1.391
H21 3.140 0.453 -1.779
H22 2.279 0.298 -4.113

Strongest force on any atom (eV Å⁻¹): 0.8
ΔE to the lowest compared entry with this formula, charge and spin (eV): 0.0000
Electronic energy (hartree): -1549.71648
Kohn-Sham gap (eV): 9.240

=====

No. 2
The following is a DFT calculation (wB97M-V/def2-TZVPD) of a 2-piece molecular cluster, C2H2ClFO2 overall in a non-equilibrium geometry.

Cartesian coordinates (Å):
C1 -2.352 0.014 -0.081
C2 1.919 -0.504 -0.140
O1 -1.540 0.807 0.671
O2 1.095 -0.980 0.555
F1 3.097 -1.222 -0.350
Cl1 -3.443 1.048 -0.875
H1 1.934 0.453 -0.671
H2 -0.712 0.383 0.892

Strongest force on any atom (eV Å⁻¹): 2.7
ΔE to the lowest compared entry with this formula, charge and spin (eV): 2.5690
Electronic energy (hartree): -787.86093
Kohn-Sham gap (eV): 9.758